[1]
An isolated molecule of C3H2F2O. Source: the OMol25 dataset; level of theory: wB97M-V/def2-TZVPD.

Atoms and positions in Å:
C (-1.1520, 0.6159, 0.5049)
C (0.9823, 0.5224, 0.5679)
C (0.3341, -0.6050, -0.3332)
O (-0.9839, -0.6468, 0.0611)
F (1.4479, 1.4268, -0.3386)
F (0.8861, -1.8480, -0.1324)
H (-1.9985, 0.8185, 1.0896)
H (0.4840, -0.2838, -1.4193)

Cartesian forces (eV/Å) of the 2 atoms listed first:
C 4.2863 -1.9695 -0.9169
C -2.2266 0.5800 -1.2400

Summary:
- E_LUMO (alpha / beta) (eV) = -1.36 / -1.36
- largest force on an atom (eV/Å) = 4.8
- frontier orbital gap (alpha / beta) (eV) = 7.9 / 7.9
- DFT total energy (a.u.) = -390.24503
- multiplicity = 1
- charge = 0

[2]
A structure of composition C29H32IrN2O5P. Source: the OMol25 dataset; level of theory: wB97M-V/def2-TZVPD.

Atoms and positions in Å:
Ir (0.2626, 0.5270, -0.6249)
O (-7.1527, -1.6199, -2.4143)
C (-5.8889, -1.9879, -2.5135)
O (-5.5678, -3.0542, -2.9622)
C (-4.8332, -1.0416, -2.0106)
C (-5.1043, -0.0020, -1.1258)
C (-4.0850, 0.7854, -0.6386)
C (-2.7534, 0.5386, -1.0070)
C (-2.4926, -0.4918, -1.9247)
C (-3.5132, -1.2800, -2.4036)
N (-1.6863, 1.2485, -0.5040)
C (-1.7967, 2.1888, 0.4218)
C (-0.6628, 2.9134, 0.8476)
C (-0.7667, 4.0372, 1.6926)
C (0.3665, 4.7105, 2.0692)
C (1.5998, 4.2975, 1.5559)
C (1.6463, 3.1836, 0.7414)
N (0.5608, 2.4820, 0.4292)
H (-7.3111, -0.7245, -2.0871)
H (-6.1070, 0.1924, -0.7727)
H (-4.3300, 1.5867, 0.0387)
H (-1.4639, -0.6625, -2.2474)
H (-3.3171, -2.0964, -3.0813)
H (-2.7505, 2.4103, 0.8807)
H (-1.7435, 4.3441, 2.0261)
H (0.3070, 5.5390, 2.7574)
H (2.5065, 4.8109, 1.8232)
H (2.5889, 2.8197, 0.3605)
C (2.3505, -4.1029, 1.6755)
C (1.5327, -3.2658, 0.7082)
O (0.9993, -2.1618, 1.4549)
P (-0.1570, -1.1581, 0.9963)
O (-1.4881, -1.9455, 0.6919)
C (-2.3528, -2.5368, 1.7013)
C (-1.7231, -3.7310, 2.3829)
O (-0.4623, -0.4561, 2.3809)
C (0.5335, 0.3224, 3.0694)
C (0.6771, -0.1810, 4.4911)
H (2.8484, -4.9015, 1.1363)
H (1.7098, -4.5306, 2.4390)
H (3.1025, -3.4921, 2.1658)
H (0.7087, -3.8424, 0.2790)
H (2.1616, -2.8845, -0.1044)
H (-3.2384, -2.8401, 1.1370)
H (-2.6232, -1.7688, 2.4310)
H (-1.4558, -4.4861, 1.6499)
H (-2.4425, -4.1663, 3.0694)
H (-0.8454, -3.4423, 2.9535)
H (0.1821, 1.3580, 3.0537)
H (1.4853, 0.2594, 2.5342)
H (-0.2960, -0.2160, 4.9708)
H (1.3155, 0.4927, 5.0540)
H (1.1150, -1.1744, 4.5029)
C (3.6597, 2.4136, -4.7577)
C (2.3414, 2.6108, -4.3366)
C (1.8523, 1.9424, -3.2325)
C (2.6827, 1.1068, -2.4598)
C (2.2125, 0.4453, -1.2930)
C (3.1327, -0.2202, -0.4841)
C (4.4742, -0.3197, -0.8492)
C (4.9248, 0.2543, -2.0192)
C (4.0518, 0.9764, -2.8465)
C (4.5010, 1.6039, -4.0282)
H (4.0215, 2.9050, -5.6492)
H (1.7076, 3.2882, -4.8896)
H (0.8192, 2.0655, -2.9141)
H (2.8274, -0.6640, 0.4555)
H (5.1559, -0.8491, -0.2034)
H (5.9657, 0.1881, -2.2964)
H (5.5208, 1.4493, -4.3473)

Cartesian forces (eV/Å) of the 2 atoms listed first:
Ir 2.8661 1.1093 -0.3117
O -0.9000 0.0460 -0.0025

Summary:
- E_LUMO (alpha / beta) (eV) = -8.59 / -8.60
- largest force on an atom (eV/Å) = 3.5
- frontier orbital gap (alpha / beta) (eV) = 4.7 / 4.7
- DFT total energy (a.u.) = -2055.14489
- multiplicity = 1
- charge = +2

[3]
A structure of composition C2H8N4O2Sn. Source: the OMol25 dataset; level of theory: wB97M-V/def2-TZVPD.

Atoms and positions in Å:
Sn (-20.6345, -4.5763, -12.5091)
C (-20.4763, -7.4124, -9.7044)
O (-20.1885, -6.9333, -10.8045)
N (-20.3650, -6.7237, -8.5864)
N (-20.8530, -8.5875, -9.4508)
H (-20.7567, -6.9703, -7.6887)
H (-19.8158, -5.8763, -8.5671)
H (-21.0732, -9.2327, -10.1960)
H (-20.6145, -8.9619, -8.5436)
C (-20.0578, -4.6321, -16.2143)
O (-20.7735, -4.9781, -15.2906)
N (-19.2696, -5.4098, -16.8517)
N (-20.0930, -3.5152, -16.7696)
H (-19.5352, -6.3835, -16.8145)
H (-18.9090, -5.1033, -17.7440)
H (-19.5006, -3.2210, -17.5330)
H (-20.6809, -2.8063, -16.3549)

Cartesian forces (eV/Å) of the 2 atoms listed first:
Sn 0.1218 -1.7505 -0.8623
C 0.8230 2.8559 1.2061

Summary:
- E_LUMO (eV) = -10.93
- largest force on an atom (eV/Å) = 7.7
- frontier orbital gap (eV) = 5.9
- DFT total energy (a.u.) = -664.17708
- multiplicity = 1
- charge = +2

[4]
A cluster of 2 separate species, C3H8F2NO in total. Source: the OMol25 dataset; level of theory: wB97M-V/def2-TZVPD.

Atoms and positions in Å:
C (0.6106, 0.5933, 0.3079)
C (0.0409, -0.7565, 0.6814)
C (-1.9975, -0.2132, 0.6168)
N (0.4864, 0.7703, -1.1588)
O (0.2255, -1.7586, -0.2656)
F (-2.2580, -0.6714, -0.7247)
F (-2.1336, 1.1233, 0.4354)
H (1.5888, 0.6353, 0.6438)
H (-0.1351, 1.3344, 0.7278)
H (0.1389, -1.0328, 1.7966)
H (-2.6747, -0.5961, 1.3857)
H (0.4008, 1.8291, -1.2348)
H (-0.3205, 0.1770, -1.4063)
H (1.3701, 0.4752, -1.5438)
H (-0.3538, -2.5548, -0.2164)

Cartesian forces (eV/Å) of the 2 atoms listed first:
C -3.1540 -0.7564 0.8965
C -4.2843 -0.5157 1.7195

Summary:
- E_LUMO (eV) = -3.63
- largest force on an atom (eV/Å) = 4.6
- frontier orbital gap (eV) = 10.3
- DFT total energy (a.u.) = -448.48708
- multiplicity = 1
- charge = +1

[5]
A structure of composition C19H18AlN6S2SeTe. Source: the OMol25 dataset; level of theory: wB97M-V/def2-TZVPD.

Atoms and positions in Å:
Al (2.4527, 1.6700, 0.2011)
N (4.5869, -1.3220, -1.3491)
C (4.3200, -0.1195, -0.8318)
S (3.1727, 0.9425, -1.7641)
N (4.8254, 0.0951, 0.3584)
N (4.1904, 1.2304, 0.8321)
C (4.8840, 2.3089, 1.2713)
C (4.2355, 3.5669, 1.2068)
C (4.7723, 4.8403, 1.4594)
C (3.9628, 5.9514, 1.3385)
C (2.6842, 5.8569, 0.7450)
C (2.2455, 4.5948, 0.3751)
N (2.9721, 3.4887, 0.6297)
H (4.2351, -1.5853, -2.2390)
H (5.4281, -1.7696, -0.9726)
H (5.8566, 2.2143, 1.8186)
H (5.7916, 4.8819, 1.7506)
H (4.2657, 6.9449, 1.6513)
H (2.1002, 6.7971, 0.5896)
H (1.3252, 4.3928, -0.1864)
Te (0.2951, 0.8149, 1.3143)
C (-0.7765, 2.3771, 0.4856)
C (-1.2067, 3.5049, 1.1683)
C (-2.0381, 4.3471, 0.3462)
C (-2.2195, 3.8358, -0.9074)
S (-1.3261, 2.4346, -1.1561)
H (-0.8927, 3.6391, 2.2007)
H (-2.6325, 5.1689, 0.7719)
H (-2.8224, 4.1962, -1.6814)
C (-1.1017, -5.9409, -0.4221)
N (-2.0651, -4.7849, -0.2944)
C (-1.6666, -3.4972, 0.0021)
Se (0.0673, -2.9356, 0.2860)
N (-2.7331, -2.6956, -0.1054)
C (-3.8865, -3.3857, -0.4430)
C (-5.1947, -2.9705, -0.6512)
C (-6.0571, -4.0447, -0.8978)
C (-5.6980, -5.4334, -0.8823)
C (-4.3728, -5.7456, -0.7555)
C (-3.4670, -4.7180, -0.4278)
H (-1.3213, -6.6753, 0.3378)
H (-0.1117, -5.5340, -0.3701)
H (-1.3250, -6.4134, -1.4051)
H (-2.6276, -1.7139, 0.1703)
H (-5.5117, -1.9050, -0.6351)
H (-7.1374, -3.8546, -1.0623)
H (-6.3985, -6.2735, -1.1065)
H (-4.0792, -6.7774, -0.7644)

Cartesian forces (eV/Å) of the 2 atoms listed first:
Al -0.9849 -0.3345 0.2345
N 1.2045 0.1664 0.2005

Summary:
- E_LUMO (eV) = -5.10
- largest force on an atom (eV/Å) = 4.6
- frontier orbital gap (eV) = 4.0
- DFT total energy (a.u.) = -4771.46986
- multiplicity = 1
- charge = +1

[6]
A cluster of 2 separate species, C5H13O2 in total. Source: the OMol25 dataset; level of theory: wB97M-V/def2-TZVPD.

Atoms and positions in Å:
C (-0.8336, -1.6856, -0.1886)
O (-0.5298, -1.6080, -1.5117)
C (-0.8590, -0.3184, 0.5778)
C (0.3408, 0.6010, 0.2921)
C (0.6266, 1.5110, 1.4817)
C (1.6455, -0.1536, -0.0628)
H (-0.1824, -2.3329, 0.4438)
H (-1.8718, -2.0728, -0.0212)
H (-1.7860, 0.2141, 0.3645)
H (-0.8425, -0.5051, 1.6623)
H (0.1330, 1.2248, -0.5730)
H (1.5096, 2.1401, 1.3278)
H (1.0261, 0.9623, 2.3508)
H (-0.2313, 2.1154, 1.7563)
H (2.1418, -0.4990, 0.8458)
H (1.4313, -0.9396, -0.7800)
H (2.3418, 0.5679, -0.4874)
H (-1.0784, 0.9925, -2.7179)
H (-1.2436, -0.5111, -2.1474)
O (-1.7381, 0.2970, -2.6130)

Cartesian forces (eV/Å) of the 2 atoms listed first:
C -0.8640 0.6259 0.3855
O 0.1957 -0.1016 0.2627

Summary:
- E_LUMO (eV) = 3.89
- largest force on an atom (eV/Å) = 1.1
- frontier orbital gap (eV) = 7.2
- DFT total energy (a.u.) = -348.79108
- multiplicity = 1
- charge = -1

Going through the records in order, we get relative energy (zero: lowest compared OMol25 entry of this formula, charge and spin) values of 5.868 2.282 3.081 2.097 0.774 0.239 eV.